Entry 1:
Computed, not measured: C5H13NS in the gas phase at a distorted geometry, with the ωB97M-V functional and the def2-TZVPD basis.

ORCA input file:
```
! wB97M-V def2-TZVPD RIJCOSX def2/J DEFGRID3
* xyz 0 1
S 2.2610 1.1687 2.4802
N -0.9862 -0.7755 -0.2458
C 0.8343 0.6185 1.4662
C 0.7084 1.1253 0.0327
C -0.0870 0.2530 -0.9137
C -0.6398 -2.1582 0.0531
C -0.9619 0.8517 -2.0142
H 2.4683 0.1960 3.4022
H 0.0393 -2.5345 -0.7143
H -0.0094 1.0271 2.0330
H -1.5290 -2.7812 0.1014
H -1.5810 -0.3391 0.4430
H 0.3136 2.1479 0.0703
H -0.3902 1.2964 -2.8393
H -1.4242 1.7419 -1.5683
H -1.7417 0.1905 -2.3665
H 0.5279 -0.4867 -1.4487
H 0.5934 -0.4358 1.5117
H 1.6883 1.1245 -0.4671
H -0.0841 -2.2304 0.9839
*
```

Calculated values
**HOMO**: -8.36 eV
**LUMO**: 0.033 Ha
**SMILES**: CN[C@@H](C)CCS
**Gap between HOMO and LUMO**: 9.27 eV
**Strongest force on any atom**: 0.09264 Eh/bohr
**DFT total energy**: -17719.793 eV

***

Entry 2:
Computed, not measured: a molecular structure, C84H121BGe2N2NaP2S4Sb at a distorted geometry, with the ωB97M-V functional and the def2-TZVPD basis.

ORCA input file:
```
! wB97M-V def2-TZVPD RIJCOSX def2/J DEFGRID3
* xyz -2 1
Sb -0.1494 -0.8150 -4.8202
Ge -1.8191 0.7608 2.4671
Ge -1.1639 -2.1763 1.8340
S 0.1617 -2.1829 0.1876
S -3.0798 -0.9156 1.5255
S -0.4412 -0.7769 3.5096
S -1.0055 2.0687 1.0145
P 4.5921 -0.1116 -0.4755
P 0.1279 3.4233 -2.7090
Na 0.9363 0.7356 -0.4760
N 2.3892 3.8281 -1.1244
N 3.9289 2.5096 -0.1340
C -5.0137 3.8357 0.3006
C -2.5791 3.3990 -3.0684
C 1.8093 -3.1662 -5.7300
C -1.7094 -4.0457 2.5127
C 3.4590 4.6102 -0.7982
C -1.5206 4.4316 -2.6698
C 6.1975 -1.4455 1.5917
C 3.7313 -1.2616 1.9092
C -5.2729 -1.7668 5.7165
C 4.4297 3.7771 -0.1681
C -3.5930 -3.2821 4.0838
C -3.2893 4.7338 1.8724
C -3.8767 2.5837 3.6262
C -2.5768 3.1185 5.9983
C 7.5228 0.5730 -0.6494
C -0.5235 -0.7462 -7.1234
C -5.9227 2.8706 -0.1131
C -1.6520 5.6811 -3.5418
C 2.5705 -5.4534 1.0769
C -0.6321 1.7796 5.3912
C -0.6616 -2.0523 -7.8938
C -1.9239 -2.0587 -4.1135
C -5.8127 0.4869 2.8107
C -4.8861 -2.9755 3.6578
C -2.6688 1.9413 3.8896
C 0.0925 -5.5748 -0.1426
C -3.2061 -5.5920 3.6388
C 5.8738 5.6652 0.0777
C 1.7166 -2.1062 -4.6470
C -2.4655 -3.0581 -5.1237
C 2.8789 -1.1332 -4.7811
C 6.2558 0.1785 -1.4112
C 1.7918 -2.7528 -3.2764
C -6.6703 3.0335 -1.4077
C -1.5315 -2.8068 -2.8569
C 1.2386 -5.9031 -0.8475
C 3.2692 0.3556 6.4985
C 0.1976 -5.1672 1.1870
C -1.4246 -6.4508 2.3436
C 1.5552 -4.5838 3.2065
C 4.8478 -1.4379 0.8774
C 5.6244 4.3123 0.2823
C -5.3661 -3.4522 2.3201
C -1.7659 -3.1981 5.8037
C -0.4881 0.7803 6.3568
C 4.5674 1.4370 0.5715
C 1.5397 5.2991 -4.4945
C 3.7202 5.9582 -0.9814
C -3.0045 -1.0446 -3.7658
C 5.8871 1.3159 -2.3706
C -4.0055 -2.1258 6.1443
C 3.7200 -6.3354 -0.9685
C -4.3066 3.7080 1.4824
C -4.5412 2.5966 2.3028
C 1.0552 3.8597 -4.3262
C -1.8031 0.0652 -7.2946
C -1.2617 -5.6551 -0.7772
C -1.0223 -5.1541 2.0236
C 0.6353 0.0456 -7.7144
C 2.2780 2.9393 -4.2722
C 1.9118 0.8754 6.1149
C 0.3906 3.5165 3.8714
C 4.9387 6.4706 -0.5491
C -2.7982 -4.2906 3.3477
C 0.7751 0.3399 6.7068
C 1.4491 -5.0747 1.7951
C -1.7138 0.1990 6.9917
C -3.1500 -2.8650 5.3395
C -1.7987 4.8501 -1.2283
C -6.1398 1.7812 0.7098
C -1.9928 2.2670 5.0650
C 6.5445 -1.0673 -2.2482
C 4.6088 -2.7812 0.1853
C -5.4826 1.6473 1.9266
C 0.2018 3.4317 -5.5215
C -5.7015 -2.2057 4.4718
C 1.1050 4.3839 -1.4378
C 2.4839 -5.8840 -0.2402
C 0.4997 2.3753 4.8333
C -3.8383 3.6400 5.7916
C 1.7538 1.8941 5.1929
C -4.4751 3.3856 4.5935
C -6.1495 -0.8861 6.5610
C -2.5293 -6.6811 3.1350
B 2.6056 2.4322 -0.7423
H 3.4798 -6.6948 -1.9672
H -2.6377 6.1233 -3.3819
H 5.7737 2.2563 -1.8394
H -0.9297 -3.6813 -3.0928
H 4.2098 -7.1438 -0.4226
H -1.6445 4.0141 -0.5505
H 0.2477 -2.6430 -7.8462
H -4.8499 4.7048 -0.3211
H -1.4832 -2.6542 -7.5204
H -1.4926 -4.2200 5.5410
H -6.4253 -3.2398 2.1843
H -2.8492 -7.6897 3.3675
H 1.5686 -0.5063 -7.6302
H -0.1184 2.3982 -5.3786
H -1.6684 -3.0690 6.8807
H -2.0030 0.2582 -8.3537
H -5.9896 3.3282 -2.2050
H -3.3563 4.9745 2.9325
H 2.8411 2.9981 -5.2050
H 6.8468 -1.9016 -1.6184
H -1.6775 -3.7040 -5.5085
H -2.2484 0.9601 7.5619
H -5.5500 -0.4365 2.2993
H 1.6061 -2.0368 -2.4776
H 3.5691 -2.2023 2.4337
H 4.9440 1.0977 -2.8699
H 2.0011 -2.7067 -6.6981
H 5.2656 -2.9141 -0.6706
H -2.4057 3.0210 -4.0743
H 0.8975 -3.7573 -5.7833
H -7.1582 2.1046 -1.6975
H 7.9929 -0.2849 -0.1758
H 2.9338 3.2144 -3.4507
H 2.1268 5.6056 -3.6334
H -2.3891 -0.1641 6.2198
H -6.8360 1.0095 0.4073
H 3.9694 -0.5064 2.6556
H -0.8479 -7.2820 1.9547
H -0.8592 -1.8389 -8.9508
H 8.2406 1.0031 -1.3512
H 6.4582 -0.4506 1.9469
H 1.3175 4.0865 3.8316
H 2.8910 -0.4512 -3.9329
H -2.4290 -3.1471 -2.3358
H -2.6596 -0.4643 -6.8834
H -0.6811 4.0539 -5.6411
H 3.3161 -0.7189 6.3286
H 5.6510 -1.3505 -2.8020
H 5.5790 1.7113 0.8880
H 3.9762 1.2111 1.4639
H 5.1484 7.5226 -0.6935
H 0.8783 -0.4482 7.4423
H -5.4356 3.8383 4.3742
H -1.1691 5.6848 -0.9261
H 6.8073 6.0884 0.4296
H 2.5649 -4.6993 3.5949
H -2.5396 2.5630 -2.3728
H 3.4621 0.5391 7.5571
H 3.8213 -1.6841 -4.7884
H 4.4275 -5.5124 -1.0561
H -7.4364 3.8068 -1.3104
H -0.9088 6.4243 -3.2637
H -1.1869 -5.9038 -1.8335
H -2.8343 5.1712 -1.1320
H 2.7907 -3.1625 -3.1191
H -3.1796 -0.3349 -4.5732
H 3.0017 6.6227 -1.4477
H 6.3537 3.7065 0.8097
H 0.1882 3.1384 2.8655
H 0.8592 -5.1144 3.8558
H -6.0871 0.1415 6.1985
H 1.1756 5.4418 -1.7194
H -3.2084 -3.6942 -4.6346
H 7.3292 1.3241 0.1112
H 1.0873 -3.5705 -3.1721
H -6.8791 0.4618 3.0440
H -2.9573 -2.5539 -5.9537
H -4.8053 -2.9417 1.5360
H -1.8811 -6.4025 -0.2782
H -2.0162 3.3749 6.8897
H -5.8359 -0.8931 7.6038
H 0.7521 0.9980 -7.2035
H 0.7188 5.9967 -4.6319
H -6.6948 -1.9453 4.1304
H -2.7225 -0.4872 -2.8777
H 6.1473 -2.1104 2.4563
H 3.5372 -5.4327 1.5626
H 2.1870 5.3721 -5.3714
H -0.4312 4.1804 4.1387
H 0.4898 4.2917 -0.5362
H 1.1515 -6.2051 -1.8837
H -1.5640 5.4652 -4.6025
H 2.7967 -0.9928 1.4181
H 4.0573 0.8306 5.9186
H 0.4614 0.2464 -8.7761
H 2.6373 -3.8442 -5.5144
H -4.3043 4.2712 6.5390
H -4.0643 -5.7303 4.2858
H 7.3509 -0.8700 -2.9583
H -2.2935 4.3236 1.6905
H -3.9439 -1.5602 -3.5539
H 1.2922 -3.5259 3.2428
H -3.6803 -1.8339 7.1337
H 3.5760 -2.8386 -0.1557
H -5.2498 0.5375 3.7392
H -1.4586 -0.6235 7.6571
H 4.7830 -3.6021 0.8811
H 6.9813 -1.8093 0.9314
H -3.4007 5.6427 1.2847
H 2.6254 2.3299 4.7218
H -1.7561 -4.6909 -0.6743
H 6.6616 1.4451 -3.1293
H 2.8209 -0.5533 -5.7016
H -1.7228 1.0255 -6.7882
H 0.7809 3.4955 -6.4454
H 1.9604 1.9088 -4.1103
H -0.9713 -2.1854 -2.1625
H -7.1922 -1.1971 6.5061
H -3.5801 3.8312 -3.0270
H -5.1977 -4.5217 2.1953
H -1.0524 -2.5293 5.3156
*
```

Calculated values
**HOMO**: -1.49 eV
**LUMO**: 0.123 Ha
**Gap between HOMO and LUMO**: 4.84 eV
**Strongest force on any atom**: 0.02104 Eh/bohr
**DFT total energy**: -278643.665 eV

***

Entry 3:
Computed, not measured: 7 unconnected molecules or ions with the total composition C37H79BBrClF3O15 at a distorted geometry, with the ωB97M-V functional and the def2-TZVPD basis.

ORCA input file:
```
! wB97M-V def2-TZVPD RIJCOSX def2/J DEFGRID3
* xyz -1 1
Br 7.9740 -2.1715 1.9933
Cl 4.0065 -5.6830 -1.8059
F 3.7291 1.0278 0.8423
F 3.9860 -0.7302 -0.3519
F 2.1512 0.3934 -0.4700
O 3.3878 -0.8767 2.6370
O -8.4224 4.6150 -0.7348
O -10.2929 8.0198 2.3141
O 8.3753 -1.1554 -4.2594
O 14.3166 -4.6599 -0.3678
O 2.4454 -2.9891 2.5012
O -9.1290 3.1180 1.7056
O 12.2976 -4.3279 -2.4909
O 6.2205 -1.1813 3.8481
O -3.7424 3.8640 -0.7132
O 7.8860 -2.8567 -1.9108
O -12.0389 6.7628 4.3264
O -4.6827 -0.0148 -3.0077
O -2.2661 1.7058 0.6319
O -5.7206 -2.7618 -2.8375
C 3.6318 -2.6020 4.6730
C -5.8205 -0.4056 -2.2586
C 0.5044 -2.5775 1.1794
C -4.4348 -3.2524 -3.1739
C 5.0882 -2.7453 2.4161
C -3.9260 3.4580 0.6316
C -9.5798 5.4054 -0.5398
C 12.0309 -4.2600 -1.0956
C -10.0113 2.3179 0.9424
C -10.4942 9.2747 2.9347
C -11.0417 6.0850 3.5766
C 13.2237 -3.7518 -0.3201
C -1.2089 1.8446 -0.3037
C 2.5509 -2.8837 5.4102
C -7.8227 3.2086 1.1542
C 3.0877 -0.0610 0.3988
C 9.3010 -2.0823 -3.7136
C 2.6812 -3.1499 0.1345
C 12.5742 -5.6356 -2.9499
C 1.2995 -0.0009 2.0939
C 6.4876 -2.7427 -2.1053
C -13.1670 7.1347 3.5598
C 2.4868 -0.8555 1.5800
C 2.0183 -2.3642 1.3090
C -9.8925 6.9974 3.2144
C -7.6098 4.5147 0.4240
C -2.6557 2.9171 1.2493
C 6.1981 -1.9300 2.9716
C 2.5192 -5.5291 -0.8196
C -5.7063 -1.8313 -1.7676
C -0.1600 -1.8727 -0.0333
C 2.6975 -4.6657 0.4211
C 8.6063 -3.2553 -3.0583
C 15.3196 -4.2860 -1.2897
C 8.1630 -0.0226 -3.4366
C -4.8907 -0.0277 -4.4069
C -4.2085 2.9058 -1.6477
B 3.6214 -2.3041 3.0797
H 7.9530 -3.7626 -3.7769
H -0.2595 2.0149 0.2118
H -5.3442 -0.9652 -4.7381
H -10.2219 5.2711 -1.4089
H -9.7617 1.2561 1.0448
H 9.0337 0.6433 -3.4603
H 1.5674 -2.5090 5.1282
H 0.5627 -1.2777 -0.5901
H -5.8848 0.2592 -1.3902
H -3.7128 -2.4415 -3.2951
H -10.1258 5.1023 0.3579
H 4.5924 -2.6388 5.1967
H -3.8544 3.2015 -2.6337
H -4.5285 -3.7892 -4.1166
H -9.4527 7.4308 4.1182
H -11.1257 9.1885 3.8226
H 13.3242 -6.1315 -2.3279
H 1.8967 -4.9451 1.1098
H -6.7329 -0.2797 -2.8512
H 9.9226 -2.4481 -4.5372
H -3.8289 1.9079 -1.4241
H 3.6355 -4.9285 0.9176
H -3.9165 0.0820 -4.8806
H -4.2441 4.3439 1.1937
H -13.7658 7.8111 4.1680
H 6.2516 -2.1560 -2.9978
H 11.7194 -5.2371 -0.7144
H 12.9384 -3.6380 0.7292
H -10.6613 5.2689 4.1974
H 5.0743 -2.5187 1.3428
H 13.5257 -2.7703 -0.6993
H -1.3915 2.6622 -1.0060
H -5.5283 0.8095 -4.7135
H -13.7741 6.2578 3.3078
H -9.1220 6.4047 2.7125
H 9.3669 -3.9716 -2.7271
H 15.9954 -5.1336 -1.3980
H -11.0161 2.4798 1.3306
H 0.8196 -0.5656 2.8958
H 3.7013 -2.8412 -0.0716
H 0.3101 -3.6489 1.0776
H -6.5658 -2.0532 -1.1270
H -9.9902 2.5912 -0.1156
H -6.5677 4.5707 0.0944
H -12.8780 7.6462 2.6380
H -10.9875 9.9206 2.2098
H -1.8574 3.6637 1.1900
H 6.0814 -2.2382 -1.2299
H 9.9557 -1.5894 -2.9874
H -4.0697 -3.9452 -2.4083
H 14.8982 -4.0403 -2.2680
H -7.1142 3.1482 1.9860
H -1.0132 -1.2589 0.2626
H 5.3722 -3.8006 2.5088
H -2.8415 2.7013 2.3067
H -7.6289 2.3664 0.4813
H 0.5431 0.2340 1.3457
H 7.9565 -0.3075 -2.4026
H 6.0252 -3.7291 -2.1883
H -7.7967 5.3579 1.0971
H 12.9561 -5.5505 -3.9666
H 1.7127 0.9044 2.5435
H 11.6634 -6.2447 -2.9663
H 11.1988 -3.5631 -0.9572
H 2.6176 -3.5228 6.2919
H -1.1424 0.9092 -0.8558
H -9.5377 9.7284 3.2166
H 1.7148 -5.1516 -1.4549
H -5.3060 2.8811 -1.6618
H -0.0008 -2.2844 2.1017
H 15.8903 -3.4264 -0.9196
H -0.5459 -2.6235 -0.7336
H -9.3157 6.4650 -0.4560
H -4.7979 -1.9465 -1.1680
H 2.1258 -2.9938 -0.8019
H -11.4714 5.6467 2.6700
H 7.3014 0.5117 -3.8340
H -4.7224 2.7075 0.6980
H 2.2581 -6.5489 -0.5276
*
```

Calculated values
**HOMO**: -5.45 eV
**LUMO**: 0.064 Ha
**Gap between HOMO and LUMO**: 7.18 eV
**Strongest force on any atom**: 0.03934 Eh/bohr
**DFT total energy**: -161753.143 eV

***

Entry 4:
Computed, not measured: a gas-phase ion, C3H4NO (charge -1) at a distorted geometry, with the ωB97M-V functional and the def2-TZVPD basis.

ORCA input file:
```
! wB97M-V def2-TZVPD RIJCOSX def2/J DEFGRID3
* xyz -1 1
O -2.1937 0.4468 0.2493
N -1.3109 0.0177 -0.6013
C 0.7954 -0.2537 0.1246
C 1.3092 0.9421 -0.0630
C -0.4749 -0.9326 0.0227
H 2.2627 1.1916 0.5123
H 0.9843 1.7429 -0.7937
H -0.5007 -2.0011 -0.4816
H -0.8714 -1.1537 1.0306
*
```

Calculated values
**HOMO (alpha / beta)**: -2.32 / -1.57 eV
**LUMO (alpha / beta)**: 0.178 / 0.170 Ha
**Gap between HOMO and LUMO (alpha / beta)**: 7.16 / 6.20 eV
**Strongest force on any atom**: 0.05860 Eh/bohr
**DFT total energy**: -6708.536 eV

***

Entry 5:
Computed, not measured: C21H29N3O4S in the gas phase, with the ωB97M-V functional and the def2-TZVPD basis.

ORCA input file:
```
! wB97M-V def2-TZVPD RIJCOSX def2/J DEFGRID3
* xyz 0 1
S 0.0530 1.6552 -5.7394
O 3.3608 0.9866 -1.7239
O -0.5449 -1.0030 -2.9908
O 0.5222 -2.9283 2.2832
O -3.6524 -2.8692 2.4005
N 1.3652 0.1412 -1.0133
N 0.5535 -0.8037 1.5689
N 1.1924 0.0696 -3.9955
C 1.5550 1.2079 -4.8120
C -0.1219 -0.1822 -3.7890
C -1.8547 -2.5632 0.2423
C -1.0149 0.6846 -4.6501
C -1.5961 -1.9967 1.6427
C 2.2026 -0.5597 -3.1585
C 0.2926 4.1320 -1.7617
C 2.3391 0.6686 1.1622
C -2.6758 -3.1036 5.2236
C 0.7839 4.7500 0.4970
C -0.0938 -1.9565 1.8698
C -2.0368 -2.2640 4.1229
C 0.5664 2.8076 -1.4524
C -0.0036 0.3833 0.9373
C 0.9641 2.4332 -0.1731
C 2.3972 0.2616 -1.8821
C 1.0571 3.4247 0.8006
C 2.0147 -0.7390 1.6569
C 1.1960 0.9693 0.1783
C 0.4039 5.1114 -0.7873
C -2.2619 -2.8376 2.7289
H -1.4472 -3.5731 0.1726
H -1.6838 0.0492 -5.2262
H 2.3062 1.3737 1.9918
H -2.4377 -2.7042 6.2094
H -2.0203 -0.9917 1.7145
H -2.9233 -2.6051 0.0442
H -1.6148 1.3125 -3.9909
H 2.3410 0.9373 -5.5164
H 0.8702 5.5034 1.2693
H 3.3123 0.7454 0.6857
H 1.8709 -1.5724 -2.9314
H 0.5938 -0.4460 -1.3075
H -0.9607 -2.2026 4.2989
H 2.4557 -1.5129 1.0262
H 3.1486 -0.5904 -3.6940
H -1.8435 -3.8495 2.6838
H -4.0982 -3.4440 3.0284
H -1.3840 -1.9591 -0.5368
H -0.0077 4.3955 -2.7684
H -0.8267 0.1490 0.2607
H -3.7653 -3.1209 5.1463
H 2.3481 -0.9200 2.6782
H 0.1949 6.1460 -1.0249
H -2.4374 -1.2456 4.1471
H -0.3590 1.1129 1.6705
H 0.4667 2.0554 -2.2234
H 1.9043 2.0377 -4.1934
H -2.3136 -4.1335 5.1874
H 1.3476 3.1729 1.8123
*
```

Calculated values
**HOMO**: -9.22 eV
**LUMO**: 0.020 Ha
**SMILES**: CC[C@@H](O)[C@H](C)C(=O)N1CC[C@](NC(=O)CN2CSCC2=O)(c2ccccc2)C1
**Gap between HOMO and LUMO**: 9.77 eV
**Strongest force on any atom**: 0.00291 Eh/bohr
**DFT total energy**: -45745.318 eV

***

Entry 6:
Computed, not measured: C5H8O in the gas phase, with the ωB97M-V functional and the def2-TZVPD basis.

ORCA input file:
```
! wB97M-V def2-TZVPD RIJCOSX def2/J DEFGRID3
* xyz 0 1
O -0.5315 -1.2900 -0.0058
C 0.0840 -0.0103 0.3831
C -0.4906 0.5112 1.7073
C 0.0440 -0.7630 -1.2453
C 1.3592 -0.5093 -0.4950
C -0.4923 0.6155 -0.9016
H -0.5552 1.6082 1.7670
H 1.8360 -1.4789 -0.2908
H -0.1517 -1.3614 -2.1341
H -1.5819 0.6791 -0.8640
H -1.5334 0.1613 1.6480
H -0.0696 0.1295 2.6396
H -0.0215 1.4993 -1.3412
H 2.1046 0.2089 -0.8673
*
```

Calculated values
**HOMO**: -9.40 eV
**LUMO**: 0.039 Ha
**Gap between HOMO and LUMO**: 10.47 eV
**Strongest force on any atom**: 0.01705 Eh/bohr
**DFT total energy**: -7358.979 eV

***

Entry 7:
Computed, not measured: C5H11NO in the gas phase, with the ωB97M-V functional and the def2-TZVPD basis.

ORCA input file:
```
! wB97M-V def2-TZVPD RIJCOSX def2/J DEFGRID3
* xyz 0 1
O 0.3818 -1.1645 -1.7032
N 0.0184 -0.3059 0.3545
C 0.4454 0.4282 1.5280
C -2.0521 0.5312 -0.7356
C -1.4151 -0.5155 0.1711
C 2.2925 -0.2188 -0.6196
C 0.8277 -0.6089 -0.7070
H -1.5860 0.4864 -1.7229
H -0.0430 0.0084 2.4150
H 2.4053 0.8662 -0.5172
H 1.5233 0.3351 1.6718
H -3.1233 0.3375 -0.8567
H 0.1933 1.4976 1.4703
H -1.5616 -1.5132 -0.2507
H 2.7670 -0.5406 -1.5466
H -1.9272 1.5422 -0.3308
H 2.8026 -0.6936 0.2249
H -1.8788 -0.4978 1.1630
*
```

Calculated values
**HOMO**: -9.16 eV
**LUMO**: 0.033 Ha
**SMILES**: CCN(C)C(C)=O
**Gap between HOMO and LUMO**: 10.06 eV
**Strongest force on any atom**: 0.00674 Eh/bohr
**DFT total energy**: -8901.350 eV